C3H5BO4 | the ωB97M-V functional and the def2-TZVPD basis

Structure (XYZ):
```
13
Properties=species:S:1:pos:R:3:forces:R:3
B -1.370195 0.522488 1.210158 -0.9 0.3 0.3
C 1.890498 0.165030 -1.388586 -0.4 -0.3 -0.3
C 1.041149 -0.677170 -1.982358 0.5 0.4 0.2
C 0.775357 -0.878228 0.181588 0.9 -0.6 -0.4
O 1.809694 0.023852 -0.031330 -0.3 -0.1 0.0
O 0.376378 -1.407525 -1.038993 0.0 0.2 0.3
O -2.230469 -0.327358 1.805840 0.3 -0.6 -0.1
O -1.454635 1.857501 1.181790 0.4 0.6 -0.2
H 2.575779 0.890910 -1.772456 0.1 0.1 -0.1
H 0.824321 -0.882223 -3.009205 0.0 0.0 -0.2
H 0.959966 -1.606810 0.957933 0.0 -0.2 0.2
H -3.004208 0.043037 2.244977 -0.2 0.2 0.1
H -2.193635 2.276495 1.640643 -0.3 0.1 0.2
```
Forces are in eV/Å.

<S²>: 2.006
2S+1: 3
Kohn-Sham gap (spin up / spin down): 6.24 / 8.87 eV
HOMO (spin up / spin down): -5.50 / -9.37 eV
charge: 0
E: -443.0118 Eh

C3H5BiLiO3 | the ωB97M-V functional and the def2-TZVPD basis

Structure (XYZ):
```
13
Properties=species:S:1:pos:R:3:forces:R:3
O 0.917656 -0.463740 -0.677866 0.2 0.2 0.8
C 0.556715 -1.699219 -1.073253 -0.9 -0.5 -2.9
C 0.746148 -0.131233 0.714720 -0.2 -0.5 0.7
O 0.610164 -1.944637 -2.262715 0.0 0.2 1.9
O -1.122949 0.920353 -0.210665 0.5 0.6 -0.7
C -0.151794 1.090038 0.789123 0.7 0.0 1.4
H 1.735533 -0.010489 1.170336 -0.3 0.1 -0.1
H 0.201341 -0.921231 1.251142 0.4 -0.2 -0.4
H 0.468334 2.003074 0.772071 -0.5 0.0 -0.7
H -0.615245 1.105787 1.793038 0.1 0.0 -0.3
H 0.046552 -2.364835 -0.351521 0.7 0.3 0.2
Li -0.283931 0.885614 -1.881004 0.3 -0.5 0.1
Bi -3.108524 1.530518 -0.033406 -1.0 0.3 0.2
```
Forces are in eV/Å.

2S+1: 1
Kohn-Sham gap (spin up / spin down): 6.59 / 6.59 eV
HOMO (spin up / spin down): -11.94 / -11.98 eV
charge: +1
E: -564.9200 Eh

C3H5Br | the ωB97M-V functional and the def2-TZVPD basis

Structure (XYZ):
```
9
Properties=species:S:1:pos:R:3:forces:R:3
C -0.037721 -1.255223 0.967686 0.2 -2.1 2.2
C 0.428811 -0.413950 0.255894 -0.2 -0.5 0.3
C 0.865769 0.701296 -0.528211 1.9 1.0 -0.8
H -0.323488 -2.042897 1.742810 0.4 1.7 -1.8
H 0.509861 1.641260 -0.097815 -0.2 -0.1 -0.2
H 1.978964 0.764283 -0.433120 -0.7 0.0 -0.2
H 0.641752 0.658096 -1.613860 -0.1 -0.1 0.7
Br -2.778937 -0.290523 -0.218144 1.7 1.2 0.0
H -1.285008 0.237656 -0.075244 -3.0 -1.1 -0.1
```
Forces are in eV/Å.

structure (SMILES): C#CC.Br
2S+1: 1
Kohn-Sham gap: 10.43 eV
HOMO: -9.74 eV
charge: 0
E: -2691.2200 Eh
ΔE to the lowest compared entry with this formula, charge and spin: 1.803 eV

C3H5Br | the ωB97M-V functional and the def2-TZVPD basis

Structure (XYZ):
```
9
Properties=species:S:1:pos:R:3:forces:R:3
C 0.253612 -2.533049 0.299487 -0.3 1.0 0.1
C -0.839498 0.360546 -0.095371 -1.6 -1.4 0.5
C 0.264955 1.271007 -0.236526 0.4 -0.1 -0.5
Br -1.982539 0.670583 1.387740 0.4 0.2 -0.2
H -0.010970 -1.403859 0.252656 0.4 -1.4 0.1
H 0.809710 -2.673988 -0.646879 0.0 0.0 -0.1
H 1.151462 0.956390 0.374171 -0.7 0.4 -0.4
H 0.458169 1.080868 -1.306124 0.7 0.7 0.3
H -0.104900 2.271504 -0.029153 0.6 0.4 0.1
```
Forces are in eV/Å.

2S+1: 1
Kohn-Sham gap (spin up / spin down): 7.58 / 7.51 eV
HOMO (spin up / spin down): -8.54 / -8.56 eV
charge: 0
E: -2691.0048 Eh
ΔE to the lowest compared entry with this formula, charge and spin: 7.656 eV

C3H5Br2N3 | the ωB97M-V functional and the def2-TZVPD basis

Structure (XYZ):
```
13
Properties=species:S:1:pos:R:3:forces:R:3
Br 3.294305 -0.146494 0.152893 -1.3 0.4 -0.2
C 1.475944 0.131130 0.074058 -3.2 -1.3 1.9
N 0.572699 -0.515256 0.957051 5.4 0.2 -1.6
C -0.819790 -0.647451 0.824588 -0.9 -2.5 -2.0
Br -1.213537 -2.586995 -0.051760 0.4 2.0 1.1
N -1.386958 0.277075 -0.153592 1.5 1.1 0.0
C -0.530922 1.022838 -0.863526 -2.6 -0.4 -0.4
N 0.817416 1.003822 -0.812215 1.5 -0.9 -0.1
H 0.997837 -1.285172 1.594948 -0.7 1.8 -1.3
H -1.161580 -0.664644 1.837367 -1.4 0.1 0.2
H -2.453569 0.254743 -0.297307 2.1 0.4 0.1
H -0.933374 1.693525 -1.641137 0.0 -0.4 0.5
H 1.341533 1.462885 -1.621367 -0.7 -0.6 1.6
```
Forces are in eV/Å.

structure (SMILES): BrC1=[NH+][C@H](Br)NC=[NH+]1
2S+1: 1
Kohn-Sham gap: 7.73 eV
HOMO: -18.51 eV
charge: +2
E: -5428.8863 Eh
ΔE to the lowest compared entry with this formula, charge and spin: 0.045 eV

C3H5Br2P | the ωB97M-V functional and the def2-TZVPD basis

Structure (XYZ):
```
11
Properties=species:S:1:pos:R:3:forces:R:3
C -2.167030 -0.405969 -0.118575 4.3 2.3 2.0
C -0.519894 -0.026142 0.179283 2.4 0.0 -1.5
C 0.749301 0.550305 -0.302738 -5.1 -2.2 2.8
P 2.106419 0.132478 0.799792 -0.2 -0.1 0.1
Br 3.020999 -1.483236 -0.437630 0.1 -0.3 -0.1
Br 3.420202 1.806437 0.187450 0.3 0.4 0.1
H -2.359345 -1.280721 -0.677275 0.5 -1.7 0.3
H -2.583513 0.296973 -0.782529 -0.8 1.6 0.0
H -2.329810 -0.350084 0.999196 -1.4 -0.3 -1.8
H -0.360602 -0.536535 1.153362 0.3 0.2 -0.7
H 1.023273 1.296489 -1.000337 -0.6 0.3 -1.4
```
Forces are in eV/Å.

structure (SMILES): C/C=C/P(Br)Br
2S+1: 1
Kohn-Sham gap: 9.27 eV
HOMO: -9.31 eV
charge: 0
E: -5606.6352 Eh
ΔE to the lowest compared entry with this formula, charge and spin: 1.628 eV

C3H5BrF2S | the ωB97M-V functional and the def2-TZVPD basis

Structure (XYZ):
```
12
Properties=species:S:1:pos:R:3:forces:R:3
C -1.918283 -0.681130 0.224426 0.6 -0.9 1.9
C -0.806553 0.146059 -0.215318 2.6 0.8 -4.0
C 2.043110 0.443601 -0.018654 2.5 3.9 -0.3
F 2.062583 1.291555 -1.059197 -0.5 0.1 -1.1
F 1.903222 1.270365 1.012965 -0.3 0.3 1.4
S 0.715209 -0.796224 -0.088660 -3.2 -3.8 -0.6
Br 3.721732 -0.513206 -0.006474 1.8 -1.1 0.2
H -2.066610 -1.576270 -0.332784 0.0 -0.5 -0.7
H -1.514862 -1.007617 1.227601 -1.6 0.2 -0.5
H -2.807809 -0.109434 0.212355 -1.2 0.5 0.6
H -0.555959 0.976542 0.391231 -0.5 1.4 0.7
H -0.775778 0.555757 -1.347495 -0.3 -0.9 2.3
```
Forces are in eV/Å.

<S²>: 2.008
2S+1: 3
Kohn-Sham gap (spin up / spin down): 5.04 / 6.89 eV
HOMO (spin up / spin down): -4.44 / -10.24 eV
charge: 0
E: -3289.0235 Eh
ΔE to the lowest compared entry with this formula, charge and spin: 0.000 eV

C3H5BrN3 | the ωB97M-V functional and the def2-TZVPD basis

Structure (XYZ):
```
12
Properties=species:S:1:pos:R:3:forces:R:3
C 0.528654 0.718385 -1.758693 2.4 -0.3 3.3
C 1.421174 0.528346 0.218691 -0.6 -1.3 0.6
C -0.974612 -0.751119 1.242271 0.1 -0.3 0.5
N 1.581299 0.943656 -0.964146 -1.2 0.1 -0.8
N -0.495471 0.031769 -1.080763 -1.4 -0.9 0.7
N -0.199632 -0.375376 0.132729 4.4 1.8 -0.6
Br 2.507814 0.337371 1.673189 -0.7 0.0 -0.5
H 0.427262 1.166049 -2.661851 -0.6 0.9 -2.6
H -1.825310 -0.080888 1.335686 -0.3 0.0 0.3
H -1.277313 -1.800129 1.135179 -0.2 0.2 0.1
H -0.257919 -0.664845 2.084632 -0.8 -0.1 -0.2
H -1.435946 -0.053220 -1.356925 -1.2 0.1 -0.8
```
Forces are in eV/Å.

<S²>: 2.031
2S+1: 3
Kohn-Sham gap (spin up / spin down): 7.67 / 8.53 eV
HOMO (spin up / spin down): -11.92 / -15.77 eV
charge: +1
E: -2855.1474 Eh
ΔE to the lowest compared entry with this formula, charge and spin: 0.000 eV

C3H5BrO | the ωB97M-V functional and the def2-TZVPD basis

Structure (XYZ):
```
10
Properties=species:S:1:pos:R:3:forces:R:3
C -1.030034 0.391129 -0.517645 1.2 2.6 0.8
C 0.001633 0.615353 0.340629 0.6 -2.1 1.2
C 1.277906 -0.419074 0.760261 -4.0 0.8 -2.4
O 0.913406 -1.711312 0.376545 0.6 0.1 2.4
Br 2.787817 0.267683 -0.195899 0.8 0.1 -0.1
H -1.793749 1.186037 -0.670263 0.6 -0.4 0.8
H -1.114371 -0.223663 -1.373845 0.5 -1.5 -0.2
H -0.000450 1.392151 1.113490 -0.4 0.2 -0.7
H 1.463885 -0.421171 1.822320 0.0 0.2 0.1
H 0.979222 -1.826050 -0.543210 0.1 0.0 -1.9
```
Forces are in eV/Å.

structure (SMILES): C=C[C@@H](O)Br
2S+1: 1
Kohn-Sham gap: 10.71 eV
HOMO: -9.86 eV
charge: 0
E: -2766.4964 Eh
ΔE to the lowest compared entry with this formula, charge and spin: 1.078 eV

C3H5BrS | the ωB97M-V functional and the def2-TZVPD basis

Structure (XYZ):
```
10
Properties=species:S:1:pos:R:3:forces:R:3
C 0.318433 0.984462 -0.684924 -0.7 -1.0 -2.2
C -0.455900 -0.064102 0.081619 -0.9 0.1 -1.7
Br -2.204794 0.854013 0.373954 0.6 -1.0 0.7
C 0.165367 -1.121251 0.857080 2.4 0.3 0.1
S -0.599282 -1.870054 -0.615807 0.3 1.7 0.7
H -0.293648 1.319045 -1.595341 0.9 -0.2 1.6
H 1.232381 0.596850 -1.084801 0.6 -0.8 -0.3
H 0.666723 1.785724 -0.089449 -0.4 1.1 0.9
H 1.314965 -1.121137 0.927418 -1.7 0.2 -0.7
H -0.144249 -1.363551 1.830247 -1.2 -0.5 1.0
```
Forces are in eV/Å.

structure (SMILES): C[C@]1(Br)CS1
2S+1: 1
Kohn-Sham gap: 9.59 eV
HOMO: -9.09 eV
charge: 0
E: -3089.4620 Eh
ΔE to the lowest compared entry with this formula, charge and spin: 0.734 eV

> Number 1 is which compound?

C3H5BO4

> Which formula does entry 10 have?

C3H5BrS

> Which of these has the lowest E?

C3H5Br2P